# 1
Below is a molecular structure, C18H18ClLaO5 at a distorted geometry, with properties calculated with wB97M-V/def2-TZVPD.

Geometry as ORCA input:
```
! wB97M-V def2-TZVPD RIJCOSX def2/J DEFGRID3
* xyz 0 1
C 0.732 -2.594 2.941
C -0.673 -2.449 2.712
C -0.949 -2.906 1.391
H -1.393 -2.093 3.438
C 0.277 -3.337 0.804
C 1.320 -3.158 1.770
H 2.363 -3.456 1.645
H 1.238 -2.295 3.862
H -1.937 -2.985 0.937
H 0.383 -3.802 -0.183
C -1.214 3.030 1.419
C -1.098 2.459 2.662
C 0.376 2.328 3.017
H -1.870 2.055 3.308
C 1.023 3.236 1.961
C 0.101 3.486 0.972
H 0.297 3.918 -0.003
H -2.130 3.116 0.823
H 0.615 2.553 4.067
H 2.074 3.519 1.980
La 0.588 -0.557 1.238
O -0.684 -0.283 -0.496
C -1.312 -0.728 -1.682
C -0.336 -1.165 -2.713
H -1.911 -1.632 -1.450
H -1.971 0.065 -2.070
H 0.062 -2.174 -2.589
H 1.269 -1.962 -4.705
C 0.878 -0.947 -4.836
C 0.104 -0.378 -3.762
C -0.227 1.025 -3.870
H -0.709 1.511 -3.016
C 0.065 1.726 -5.027
H -0.183 2.786 -5.084
C 0.669 1.092 -6.124
H 0.826 1.637 -7.054
C 1.086 -0.245 -6.012
H 1.587 -0.729 -6.850
O -0.779 0.938 5.488
Cl -0.158 -0.146 6.309
O 1.330 0.016 6.364
O -0.504 -1.471 5.717
O 0.771 0.995 2.700
*
```

Summary:
M in Da: 488.696
Orbital gap in Eh: 0.074
E_HOMO in eV: -6.47
Total energy in Eh: -1564.310213
Lowest unoccupied orbital energy in eV: -4.5



# 2
Below is a gas-phase ion, C4H3Cl2O2 (charge -1) at a distorted geometry, with properties calculated with wB97M-V/def2-TZVPD.

Geometry as ORCA input:
```
! wB97M-V def2-TZVPD RIJCOSX def2/J DEFGRID3
* xyz -1 1
C -1.406 1.031 -0.725
C 0.023 0.585 -0.330
C 1.153 -1.394 0.039
C 0.341 -0.286 0.739
O -1.388 2.151 -0.257
O -2.199 0.364 -1.309
Cl 2.786 -1.143 -0.404
Cl -1.168 -1.179 1.388
H 0.611 1.554 -0.195
H 0.453 -1.900 -0.594
H 0.794 0.218 1.648
*
```

Summary:
M in Da: 153.972
Energy relative to the best compared isomer or geometry (same formula, charge and spin) in eV: 2.5981
Orbital gap (spin up / spin down) in Eh: 0.254 / 0.283
E_HOMO (spin up / spin down) in eV: -3.65 / -4.43
Total energy in Eh: -1225.020706
Lowest unoccupied orbital energy (spin up / spin down) in eV: 3.2 / 3.3



# 3
Below is a molecular structure, C43H60Cl2HfN3O5P2S3 at a distorted geometry, with properties calculated with wB97M-V/def2-TZVPD.

Geometry as ORCA input:
```
! wB97M-V def2-TZVPD RIJCOSX def2/J DEFGRID3
* xyz -1 1
Hf -11.688 -5.688 16.528
C -7.537 -8.701 12.021
P -7.276 -9.345 13.760
C -5.620 -8.523 14.129
C -6.736 -11.088 13.368
C -5.663 -11.429 12.559
C -5.290 -12.784 12.425
C -6.104 -13.780 12.913
C -7.224 -13.436 13.649
C -7.600 -12.094 13.810
P -9.065 -11.521 14.759
C -10.214 -11.175 13.275
C -9.725 -13.187 15.146
H -6.553 -8.582 11.623
H -8.095 -7.815 12.094
H -8.054 -9.425 11.352
H -4.941 -8.607 13.225
H -5.268 -9.004 14.988
H -5.787 -7.457 14.235
H -5.006 -10.577 12.301
H -4.426 -13.000 11.842
H -5.788 -14.823 12.780
H -7.812 -14.171 14.164
H -10.155 -11.747 12.368
H -10.206 -10.133 13.110
H -11.223 -11.267 13.736
H -9.766 -14.014 14.407
H -10.748 -12.972 15.404
H -9.248 -13.496 16.098
C -10.432 -6.705 21.747
C -10.754 -6.856 20.294
C -9.501 -7.487 19.697
C -11.977 -7.657 19.979
C -12.135 -8.883 20.588
C -13.293 -9.623 20.526
C -14.394 -9.102 19.917
C -14.258 -7.951 19.116
C -15.469 -7.373 18.536
C -16.422 -8.444 18.035
C -16.212 -6.430 19.479
C -13.004 -7.253 19.186
N -12.868 -6.018 18.445
C -13.339 -5.002 19.127
C -13.640 -3.725 18.649
C -14.102 -2.779 19.690
C -14.583 -1.557 19.426
C -14.645 -1.095 18.039
C -14.169 -1.976 17.037
C -13.639 -3.286 17.268
N -13.241 -4.130 16.232
C -13.320 -3.528 14.938
C -14.206 -4.133 13.999
C -14.406 -3.483 12.789
C -13.642 -2.323 12.444
C -12.642 -1.943 13.306
C -12.424 -2.538 14.559
C -11.339 -1.968 15.455
C -11.424 -0.408 15.535
C -9.969 -2.539 15.032
C -15.066 -5.205 14.482
C -16.264 -4.599 15.228
C -15.510 -6.201 13.360
H -10.034 -7.629 22.192
H -11.296 -6.405 22.344
H -9.580 -6.010 21.855
H -10.873 -5.893 19.785
H -9.216 -8.349 20.289
H -8.795 -6.653 19.643
H -9.667 -7.809 18.680
H -11.302 -9.368 21.068
H -13.247 -10.573 21.020
H -15.363 -9.627 19.879
H -15.192 -6.821 17.631
H -17.000 -9.024 18.750
H -15.858 -9.217 17.424
H -17.061 -8.039 17.249
H -15.570 -5.668 19.740
H -16.529 -7.033 20.339
H -17.063 -6.053 19.021
H -13.618 -5.148 20.119
H -13.892 -2.985 20.736
H -14.815 -0.833 20.148
H -14.832 -0.121 17.868
H -13.959 -1.511 16.094
H -15.063 -3.909 12.056
H -13.589 -1.881 11.432
H -12.036 -1.162 12.885
H -11.576 -2.301 16.403
H -10.961 0.130 14.687
H -10.750 -0.082 16.332
H -12.415 -0.037 15.772
H -9.931 -2.512 13.909
H -9.806 -3.494 15.426
H -9.197 -1.889 15.432
H -14.534 -5.700 15.289
H -16.846 -4.034 14.590
H -15.960 -3.878 16.002
H -16.901 -5.335 15.770
H -16.194 -5.764 12.583
H -16.024 -7.065 13.825
H -14.656 -6.650 12.835
C -12.792 -8.466 15.595
O -12.852 -7.164 16.034
H -11.845 -8.749 15.090
H -13.641 -8.642 14.943
H -12.838 -9.162 16.457
O -9.817 -6.537 15.910
S -9.890 -6.042 14.450
O -11.084 -5.095 14.536
O -10.274 -7.113 13.573
S -8.225 -5.175 14.107
Cl -5.692 -13.854 17.698
C -6.215 -12.462 16.683
Cl -5.908 -10.920 17.495
H -7.264 -12.570 16.519
H -5.583 -12.477 15.758
O -9.458 -3.974 20.177
S -9.959 -3.449 18.911
N -10.445 -4.349 17.847
*
```

Summary:
M in Da: 1106.514
Energy relative to the best compared isomer or geometry (same formula, charge and spin) in eV: 0.4182
Orbital gap in Eh: 0.266
E_HOMO in eV: -5.62
Total energy in Eh: -5060.837460
Lowest unoccupied orbital energy in eV: 1.6



# 4
Below is a molecular structure, C4H8BiO at a distorted geometry, with properties calculated with wB97M-V/def2-TZVPD.

Geometry as ORCA input:
```
! wB97M-V def2-TZVPD RIJCOSX def2/J DEFGRID3
* xyz 2 2
H 0.053 -1.311 -1.651
C 0.224 -1.402 -0.522
C -0.898 -1.046 0.553
C -0.631 0.190 -0.090
C 0.029 1.380 0.522
O 0.807 2.053 -0.370
Bi 2.620 2.564 -0.745
H 0.526 -2.442 -0.384
H 0.994 -0.633 -0.422
H -0.523 -1.165 1.571
H -1.841 -1.545 0.335
H -1.034 0.337 -1.098
H 0.540 1.060 1.451
H -0.867 1.960 0.851
*
```

Summary:
M in Da: 281.087
Energy relative to the best compared isomer or geometry (same formula, charge and spin) in eV: 0.0000
Orbital gap (spin up / spin down) in Eh: 0.234 / 0.353
E_HOMO (spin up / spin down) in eV: -17.46 / -20.52
Total energy in Eh: -446.231932
Lowest unoccupied orbital energy (spin up / spin down) in eV: -11.1 / -10.9
<S²>: 0.7524



# 5
Below is 2 unconnected molecules or ions with the total composition C4H14N2O2 at a distorted geometry, with properties calculated with wB97M-V/def2-TZVPD.

Geometry as ORCA input:
```
! wB97M-V def2-TZVPD RIJCOSX def2/J DEFGRID3
* xyz 0 1
C 0.668 -1.264 -0.927
C 2.612 1.016 1.518
N 1.585 1.370 0.559
O 2.024 2.453 -0.270
H 2.251 2.044 -1.114
H 2.911 1.845 2.174
H 0.521 -2.294 -1.279
H 0.680 -0.591 -1.787
H 1.605 -1.187 -0.390
H 3.492 0.670 0.971
H 2.219 0.197 2.118
C -2.502 -1.753 -0.151
C -2.088 0.601 -0.453
N -1.600 -0.745 -0.665
O -0.327 -0.881 -0.011
H 0.769 1.731 1.044
H -2.740 -1.604 0.917
H -2.358 0.803 0.594
H -2.034 -2.723 -0.268
H -3.416 -1.719 -0.737
H -2.965 0.733 -1.081
H -1.308 1.297 -0.764
*
```

Summary:
M in Da: 122.168
Structure (SMILES): CON(C)C.CNO
Energy relative to the best compared isomer or geometry (same formula, charge and spin) in eV: 4.4343
Orbital gap in Eh: 0.357
E_HOMO in eV: -8.78
Total energy in Eh: -420.642144
Lowest unoccupied orbital energy in eV: 1.0



# 6
Below is C11H18BN in the gas phase at a distorted geometry, with properties calculated with wB97M-V/def2-TZVPD.

Geometry as ORCA input:
```
! wB97M-V def2-TZVPD RIJCOSX def2/J DEFGRID3
* xyz 0 1
B -0.981 -1.608 0.060
C -3.333 -0.522 0.124
C -1.557 0.865 -1.085
C 0.874 0.004 -1.406
C -2.286 -0.467 -0.759
C -0.056 1.150 -0.927
C 1.355 -0.198 0.042
C 0.826 -1.473 0.600
C 0.612 1.114 0.447
C 1.546 -2.678 0.051
C -0.384 1.115 1.596
C 1.556 2.326 0.526
N -4.274 -0.619 0.756
H -1.460 -2.554 0.574
H -1.762 0.897 -2.129
H -2.102 1.645 -0.626
H 0.433 -0.914 -1.787
H 1.501 0.388 -2.284
H -2.470 -1.184 -1.610
H 0.101 2.059 -1.358
H 2.394 -0.239 0.264
H 0.877 -1.507 1.659
H 2.432 -2.892 0.460
H 1.721 -2.717 -0.983
H 0.877 -3.470 0.310
H -1.140 1.896 1.425
H 0.164 1.431 2.639
H -0.937 0.188 1.926
H 2.338 2.420 1.311
H 0.983 3.218 0.586
H 2.151 2.325 -0.403
*
```

Summary:
M in Da: 175.084
Structure (SMILES): C[C@@H]1B[C@@H](C#N)C[C@@H]2C[C@H]1C2(C)C
Energy relative to the best compared isomer or geometry (same formula, charge and spin) in eV: 3.0805
Orbital gap in Eh: 0.348
E_HOMO in eV: -9.59
Total energy in Eh: -509.383885
Lowest unoccupied orbital energy in eV: -0.1



# 7
Below is C19H22N4O3S in the gas phase at a distorted geometry, with properties calculated with wB97M-V/def2-TZVPD.

Geometry as ORCA input:
```
! wB97M-V def2-TZVPD RIJCOSX def2/J DEFGRID3
* xyz 0 1
N -5.987 -1.316 -0.305
O 1.062 2.093 -1.985
O 1.774 -3.026 -1.988
O -1.937 -2.468 0.342
C -5.024 -1.115 0.349
S 3.661 -1.979 1.407
C 1.872 1.183 -1.984
C 1.150 -2.030 -1.740
C -1.842 -1.273 0.086
C 2.638 -1.594 2.771
C 2.126 -0.333 2.687
C 3.288 -0.430 0.679
C 2.500 0.358 1.502
N 2.904 1.182 -1.044
N -2.779 -0.347 0.515
N 0.538 -1.836 -0.545
C 3.663 -0.033 -0.706
C 2.103 1.774 1.137
C 2.948 2.228 -0.045
C -2.550 1.095 0.615
C -3.824 1.582 1.317
C 1.626 0.123 -3.096
C -4.281 0.421 2.157
C -0.718 -0.564 -2.129
C 0.616 -1.003 -2.748
C -3.931 -0.779 1.261
C -0.549 -0.846 -0.634
H 2.494 -2.238 3.645
H 1.558 0.108 3.484
H 0.385 -2.728 -0.038
H 3.409 -0.852 -1.379
H 4.740 0.207 -0.827
H 1.035 1.800 0.846
H 2.228 2.472 1.961
H 2.641 3.204 -0.455
H 3.972 2.352 0.298
H -1.683 1.380 1.204
H -2.482 1.531 -0.371
H -3.597 2.448 1.969
H -4.569 1.878 0.560
H 2.587 -0.317 -3.347
H 1.256 0.676 -3.986
H -5.342 0.460 2.336
H -3.735 0.375 3.124
H -1.494 -1.177 -2.584
H -0.941 0.480 -2.329
H 0.375 -1.576 -3.654
H -3.674 -1.617 1.895
H -0.211 0.065 -0.226
*
```

Summary:
M in Da: 386.477
Structure (SMILES): N#C[C@@H]1CCCN1C(=O)[C@@H]1C[C@@H](CC(=O)N2CCc3ccsc3C2)C(=O)N1
Energy relative to the best compared isomer or geometry (same formula, charge and spin) in eV: 1.2174
Orbital gap in Eh: 0.337
E_HOMO in eV: -8.80
Total energy in Eh: -1580.175641
Lowest unoccupied orbital energy in eV: 0.4



# 8
Below is 13 unconnected molecules or ions with the total composition C26H15BrCl48NO5PS at a distorted geometry, with properties calculated with wB97M-V/def2-TZVPD.

Geometry as ORCA input:
```
! wB97M-V def2-TZVPD RIJCOSX def2/J DEFGRID3
* xyz 0 1
N -0.223 1.825 1.905
P 1.398 1.508 1.460
O 2.103 0.718 2.762
C 1.460 0.269 0.089
C 2.484 0.413 -0.852
C 3.519 1.514 -0.810
S 3.085 2.661 -2.181
O 3.889 2.337 -3.319
O 1.688 2.549 -2.445
C 2.581 -0.445 -1.909
C 1.699 -1.461 -2.104
C 0.688 -1.626 -1.200
C 0.582 -0.774 -0.118
C -0.589 -1.057 0.831
O -0.544 -0.958 2.022
C -1.845 -1.549 0.145
C -3.235 -1.092 0.654
C -3.782 0.040 -0.298
C -3.156 1.430 -0.045
Br -4.345 2.441 1.144
C -1.731 -2.347 -0.918
C -0.344 -2.712 -1.377
O -0.092 -3.771 -1.876
H -0.384 1.313 2.775
H -0.343 2.804 2.146
H 2.685 0.060 2.349
H 4.521 1.145 -1.049
H 3.510 2.096 0.117
H 3.289 3.957 -1.774
H 3.361 -0.311 -2.657
H 1.732 -2.147 -2.946
H -3.098 -0.584 1.619
H -3.923 -1.929 0.708
H -4.876 0.065 -0.316
H -3.463 -0.259 -1.310
H -3.100 1.951 -1.007
H -2.119 1.386 0.305
H -2.601 -2.722 -1.446
C 4.607 2.920 5.159
Cl 5.852 4.109 5.567
Cl 5.236 1.809 3.934
Cl 4.164 2.010 6.608
Cl 3.182 3.753 4.530
C 2.844 -3.706 2.215
Cl 4.478 -4.223 2.651
Cl 1.936 -3.313 3.678
Cl 2.930 -2.273 1.179
Cl 2.024 -5.003 1.338
C -3.269 -5.655 0.769
Cl -2.295 -6.563 -0.387
Cl -4.975 -5.736 0.294
Cl -3.066 -6.356 2.387
Cl -2.741 -3.958 0.782
C 4.642 8.201 -4.869
Cl 4.505 9.931 -5.204
Cl 4.582 7.937 -3.117
Cl 3.307 7.338 -5.636
Cl 6.174 7.592 -5.505
C -1.517 6.155 -0.959
Cl -0.347 5.065 -0.212
Cl -3.044 5.301 -1.215
Cl -1.787 7.539 0.114
Cl -0.900 6.723 -2.512
C -1.298 1.172 6.123
Cl -0.086 2.366 6.591
Cl -0.614 0.117 4.879
Cl -1.762 0.210 7.532
Cl -2.722 1.996 5.474
C -6.723 -6.174 3.844
Cl -8.275 -5.668 4.522
Cl -7.005 -7.248 2.464
Cl -5.819 -4.747 3.318
Cl -5.793 -7.038 5.075
C -6.363 3.816 -3.038
Cl -5.449 4.740 -4.240
Cl -7.901 4.624 -2.718
Cl -6.669 2.187 -3.656
Cl -5.429 3.709 -1.538
C 8.655 6.171 -2.755
Cl 9.689 4.992 -1.937
Cl 7.104 5.424 -3.151
Cl 8.385 7.558 -1.690
Cl 9.446 6.716 -4.241
C -2.346 -10.798 -0.853
Cl -3.502 -9.603 -0.260
Cl -3.190 -12.005 -1.833
Cl -1.120 -9.988 -1.843
Cl -1.562 -11.589 0.517
C 1.998 -11.794 2.644
Cl 0.677 -11.837 3.820
Cl 1.466 -10.929 1.198
Cl 3.391 -10.966 3.352
Cl 2.453 -13.446 2.208
C -1.331 8.344 -6.098
Cl 0.291 7.889 -5.554
Cl -1.519 7.942 -7.809
Cl -2.506 7.443 -5.136
Cl -1.574 10.079 -5.869
*
```

Summary:
M in Da: 2266.097
Energy relative to the best compared isomer or geometry (same formula, charge and spin) in eV: 0.7521
Orbital gap in Eh: 0.271
E_HOMO in eV: -8.47
Total energy in Eh: -26833.259430
Lowest unoccupied orbital energy in eV: -1.1